{
  "formula": "C4H8S",
  "method": "ωB97M-V/def2-TZVPD",
  "gap_ha": 0.349,
  "smiles": "C[C@@H]1S[C@@H]1C",
  "spin_multiplicity": 1,
  "e_homo_ha": -0.31482,
  "relative_energy_ev": 3.114,
  "symbols": ["C", "C", "C", "C", "H", "H", "H", "H", "H", "H", "H", "H", "S"],
  "coordinates": [[-0.21533, -1.45976, -0.93366], [-0.51308, 0.10590, -1.04452], [0.02903, 0.96057, 0.15249], [0.50223, 0.56701, 1.43922], [-0.80427, -2.00575, -0.08871], [1.01611, -1.62318, -1.09204], [-0.50281, -1.74895, -1.87566], [-1.36851, 0.40013, -1.42213], [-0.50204, 1.93503, 0.23700], [1.42130, -0.21191, 1.88830], [0.69137, 1.47491, 2.18618], [-0.62907, 0.54898, 2.01601], [0.87507, 1.05703, -1.46249]],
  "mulliken_charge": [-1.101, -0.336, -0.046, -1.002, 0.256, 0.251, 0.419, 0.601, 0.344, 0.242, 0.322, 0.248, -0.199]
}